Entry from the OMol25 dataset: 2 unconnected molecules or ions with the total composition CH2F2N2 in a non-equilibrium geometry (the ωB97M-V functional and the def2-TZVPD basis).

The calculation puts the HOMO energy at -9.69 eV. As for the calculated total energy: -9476.89435 eV. The value obtained for the relative energy (zero: lowest compared OMol25 entry of this formula, charge and spin) is 155.0 kcal per mole.

Each line ends with the Löwdin charge.
CARTESIAN COORDINATES (ANGSTROEM)
1 C -0.7828 0.2856 -0.0595  -0.1913
2 N -1.1808 -0.8495 0.1043  0.0897
3 N 1.7671 0.2508 -0.3102  0.0832
4 F -0.9565 1.5107 -0.3182  0.1787
5 F -2.5365 -1.2129 0.1872  -0.0592
6 H 1.5526 -0.6886 -0.1703  -0.0947
7 H 2.1370 0.7038 0.5667  -0.0065

=====

Entry from the OMol25 dataset: a molecular structure, C32H34N5O4PPtS in a non-equilibrium geometry (the ωB97M-V functional and the def2-TZVPD basis).

The calculation puts the HOMO energy at -12.51 eV. As for the calculated total energy: -72732.84559 eV. The value obtained for the relative energy (zero: lowest compared OMol25 entry of this formula, charge and spin) is 47.5 kcal per mole. Its total charge is +2.

Each line ends with the Löwdin charge.
CARTESIAN COORDINATES (ANGSTROEM)
1 Pt -0.1704 2.3660 1.5769  1.1669
2 O 0.6874 -1.1568 5.5249  0.0774
3 C 1.4473 -1.6615 4.5321  -0.2481
4 C 2.2228 -2.7981 4.7461  -0.0082
5 C 3.0182 -3.3111 3.7423  -0.0471
6 C 3.0623 -2.6982 2.4925  -0.0640
7 C 2.3027 -1.5740 2.2705  -0.0301
8 C 1.4771 -1.0344 3.2704  -0.0734
9 C 0.7154 0.1659 2.9447  -0.3717
10 O 0.9954 0.7602 1.8130  -0.2101
11 N -0.2178 0.6164 3.7711  0.1210
12 N -0.7227 1.7690 3.3106  -0.1864
13 C -1.4959 2.5564 3.9723  -0.0064
14 C -1.8667 3.8084 3.3131  -0.2322
15 C -2.7072 4.7277 3.9049  0.0254
16 C -3.0010 5.9097 3.2353  0.0027
17 C -2.4388 6.1307 1.9935  -0.0037
18 C -1.6109 5.1618 1.4492  -0.0980
19 N -1.3176 4.0279 2.0833  -0.0605
20 H 0.8115 -1.6856 6.3221  0.1221
21 H 2.1992 -3.2736 5.7200  0.1237
22 H 3.6122 -4.1944 3.9375  0.1177
23 H 3.6902 -3.0950 1.7072  0.1095
24 H 2.3213 -1.0921 1.3049  0.0272
25 H -1.7904 2.2980 4.9814  0.1555
26 H -3.1220 4.5187 4.8813  0.1349
27 H -3.6591 6.6424 3.6820  0.1324
28 H -2.6327 7.0356 1.4364  0.1280
29 H -1.1712 5.3133 0.4739  0.1151
30 O -4.4554 3.9266 -1.7802  0.2430
31 C -3.5269 3.2271 -1.7142  -0.4454
32 O -2.6821 3.1322 -0.5277  -0.1346
33 C -2.7982 2.2401 -2.6158  -0.0532
34 P -1.7353 1.9775 -1.1590  1.0029
35 C -2.1191 0.3794 -0.4924  -0.3117
36 C -1.9918 -0.7134 -1.3513  -0.1043
37 C -2.3317 -1.9751 -0.8963  -0.0639
38 C -2.7861 -2.1450 0.4053  -0.0266
39 C -2.9146 -1.0553 1.2573  -0.0372
40 C -2.5839 0.2125 0.8119  -0.0793
41 C -0.0478 2.4660 -1.4391  -0.3073
42 C 0.7160 3.2949 -0.5885  -0.1714
43 C 2.0623 3.5082 -0.8586  -0.0207
44 C 2.6432 2.9407 -1.9830  -0.0142
45 C 1.8862 2.1471 -2.8295  -0.0454
46 C 0.5547 1.8788 -2.5470  -0.1175
47 H -2.3437 2.7407 -3.4701  0.1256
48 H -3.4175 1.4067 -2.9394  0.1241
49 H -1.6224 -0.5924 -2.3628  0.1087
50 H -2.2457 -2.8238 -1.5614  0.1130
51 H -3.0568 -3.1327 0.7544  0.1219
52 H -3.2825 -1.1903 2.2651  0.1218
53 H -2.7171 1.0649 1.4647  0.0910
54 H 0.2611 3.9266 0.1802  0.0493
55 H 2.6376 4.1602 -0.2153  0.1304
56 H 3.6836 3.1311 -2.2076  0.1292
57 H 2.3373 1.7234 -3.7161  0.1245
58 H -0.0098 1.2305 -3.2048  0.1119
59 C 0.3246 -5.6119 -1.4502  -0.0698
60 C 0.7104 -4.6131 -2.5264  -0.2335
61 N 0.6542 -3.2600 -1.9628  0.0033
62 C 1.3450 -2.1478 -2.2646  -0.7936
63 S 1.3915 -0.8900 -1.1092  0.6888
64 N 1.9875 -1.9945 -3.4317  0.0064
65 C 2.0413 -2.8245 -4.6377  -0.2281
66 C 3.3626 -3.5612 -4.7900  -0.0707
67 H 0.3311 -6.6220 -1.8553  0.0872
68 H -0.6815 -5.4122 -1.0748  0.0740
69 H 1.0222 -5.5731 -0.6132  0.0855
70 H 0.0322 -4.7069 -3.3763  0.1142
71 H 1.7210 -4.8191 -2.8753  0.1050
72 H 0.2254 -3.1905 -1.0524  0.0898
73 H 2.5891 -1.1864 -3.4265  0.1090
74 H 1.8881 -2.1575 -5.4875  0.1197
75 H 1.2002 -3.5093 -4.6380  0.0938
76 H 4.1953 -2.8593 -4.8476  0.0802
77 H 3.3610 -4.1533 -5.7049  0.0857
78 H 3.5464 -4.2281 -3.9477  0.0691

=====

Entry from the OMol25 dataset: 5 unconnected molecules or ions with the total composition C12H34BrN2O6 in a non-equilibrium geometry (the ωB97M-V functional and the def2-TZVPD basis).

Its spin multiplicity is 2. The calculation puts the HOMO energy (alpha / beta) at -9.31 / -8.69 eV. As for the expectation value of S²: 0.76. As for the calculated total energy: -98297.89851 eV. The value obtained for the relative energy (zero: lowest compared OMol25 entry of this formula, charge and spin) is 1.1 kcal per mole.

Each line ends with the Löwdin spin population.
CARTESIAN COORDINATES (ANGSTROEM)
1 Br -0.8983 -1.2201 0.2270  0.2929
2 C 0.1993 2.4787 2.6765  0.0349
3 C 1.1444 2.5030 1.5286  0.0372
4 C 2.3984 3.3696 1.7735  0.0029
5 O 3.1981 3.2649 0.5915  0.0028
6 C 4.0736 4.3285 0.4524  0.0003
7 N 1.4519 1.1351 1.2304  0.3748
8 H -0.5566 1.6982 2.5906  0.0001
9 H -0.2980 3.4476 2.7231  0.0064
10 H 0.7210 2.3735 3.6278  0.0000
11 H 0.5757 2.9399 0.7077  0.0024
12 H 2.9678 3.0804 2.6569  -0.0002
13 H 2.0248 4.3664 2.0078  -0.0003
14 H 4.6052 4.2380 -0.4949  0.0001
15 H 4.7276 4.3142 1.3242  0.0000
16 H 3.5028 5.2564 0.4159  0.0003
17 H 0.5826 0.6354 1.1090  -0.0020
18 H 1.8480 0.7263 2.0647  0.0089
19 C 2.8215 -2.4054 -1.2951  -0.0003
20 C 2.6720 -1.2579 -2.2761  0.0211
21 C 1.8978 -1.6230 -3.6181  0.0142
22 O 1.7328 -0.4749 -4.4567  0.0004
23 C 1.2040 -0.9284 -5.7343  0.0004
24 N 1.9950 -0.1604 -1.6465  0.1840
25 H 3.3284 -2.2373 -0.3448  -0.0001
26 H 3.3825 -3.2157 -1.7608  -0.0002
27 H 1.8217 -2.8104 -1.1390  0.0010
28 H 3.6883 -0.8975 -2.4355  0.0079
29 H 0.9123 -2.0281 -3.3884  -0.0002
30 H 2.4647 -2.3968 -4.1357  0.0012
31 H 0.2148 -1.3680 -5.6060  0.0000
32 H 1.9319 -1.6347 -6.1333  0.0001
33 H 1.0737 -0.0533 -6.3710  0.0001
34 H 1.1638 -0.5437 -1.2195  -0.0040
35 H 1.5924 0.1442 -2.5213  0.0038
36 C -2.1137 -4.2184 4.7862  0.0002
37 C -2.4840 -3.4000 3.5098  0.0001
38 O -1.4340 -2.4431 3.4469  0.0035
39 O -2.1872 -3.4101 5.8891  0.0000
40 H -1.1572 -4.6837 4.5480  0.0000
41 H -2.8949 -4.9604 4.9516  0.0000
42 H -3.4528 -2.9013 3.5385  0.0000
43 H -2.4302 -3.9408 2.5650  0.0000
44 H -1.2596 -2.1602 2.5462  0.0039
45 H -1.6130 -2.6570 5.7320  0.0000
46 C -4.1033 0.3929 -1.2822  0.0000
47 C -5.1673 1.2926 -1.8916  0.0000
48 O -5.4520 2.3007 -0.9613  0.0000
49 O -2.8119 0.9050 -1.3652  0.0008
50 H -4.0423 -0.5737 -1.7822  -0.0001
51 H -4.2426 0.1582 -0.2269  0.0002
52 H -6.0571 0.7283 -2.1706  0.0000
53 H -4.6705 1.7116 -2.7667  0.0000
54 H -6.3361 2.6283 -1.1422  0.0000
55 H -2.2560 0.1864 -1.0550  0.0004

=====

Entry from the OMol25 dataset: a molecular structure, C31H33N7OPPdS2 (the ωB97M-V functional and the def2-TZVPD basis).

The calculation puts the HOMO energy at -10.85 eV. As for the calculated total energy: -79595.71399 eV. The value obtained for the relative energy (zero: lowest compared OMol25 entry of this formula, charge and spin) is 10.4 kcal per mole. Its total charge is +1.

Each line ends with the Löwdin charge.
CARTESIAN COORDINATES (ANGSTROEM)
1 Pd 2.6142 0.4882 0.5716  0.7470
2 C 3.4443 2.9638 5.1716  -0.3915
3 S 2.0018 3.4707 4.1899  0.8255
4 C 2.3557 2.5524 2.7232  -1.0716
5 S 2.3774 0.8154 2.8359  0.5942
6 N 2.5583 3.2327 1.6409  -0.0345
7 N 2.7851 2.4287 0.5492  -0.1773
8 C 3.0357 2.9708 -0.5690  -0.0401
9 C 3.2208 2.0853 -1.7200  -0.2449
10 C 3.4045 2.5710 -2.9969  0.0063
11 C 3.5370 1.6714 -4.0460  -0.0275
12 C 3.4888 0.3210 -3.7723  -0.0247
13 C 3.3056 -0.0950 -2.4593  -0.0915
14 N 3.1745 0.7637 -1.4558  0.0127
15 H 3.3692 3.5043 6.1131  0.0369
16 H 4.3586 3.2505 4.6585  0.0440
17 H 3.4262 1.8939 5.3594  0.0166
18 H 3.0967 4.0526 -0.6338  0.1464
19 H 3.4376 3.6413 -3.1541  0.1252
20 H 3.6793 2.0229 -5.0592  0.1210
21 H 3.5864 -0.4147 -4.5583  0.1173
22 H 3.2561 -1.1422 -2.1992  0.0881
23 C -1.1266 -4.4630 0.8699  -0.0563
24 C -0.3703 -4.5790 2.1900  -0.3850
25 C -0.7532 -3.4499 3.1451  -0.0771
26 C 1.1409 -4.6620 1.9635  -0.0886
27 N 1.6711 -3.4849 1.2680  -0.0745
28 C 1.8871 -2.2523 1.7055  -0.1324
29 N 2.3464 -1.5505 0.6974  -0.1054
30 N 2.4268 -2.3808 -0.3618  0.0151
31 N 2.0309 -3.5481 -0.0234  0.0976
32 H -2.2020 -4.4981 1.0470  0.0773
33 H -0.8689 -5.2729 0.1850  0.0861
34 H -0.9089 -3.5113 0.3752  0.0748
35 H -0.6255 -5.5312 2.6628  0.1427
36 H -0.6339 -2.4721 2.6698  0.0455
37 H -0.1592 -3.4753 4.0626  0.0925
38 H -1.8028 -3.5358 3.4272  0.0779
39 H 1.3887 -5.5073 1.3263  0.1311
40 H 1.6721 -4.7662 2.9081  0.1344
41 H 1.6985 -1.8956 2.7030  0.1094
42 O 0.2793 0.6675 -0.2113  -0.3891
43 P -1.1432 0.7592 -0.6668  0.7741
44 C -1.2822 0.3818 -2.4216  -0.2786
45 C -1.9806 1.1809 -3.3225  -0.0619
46 C -2.0076 0.8428 -4.6707  -0.0680
47 C -1.3414 -0.2889 -5.1159  -0.0725
48 C -0.6385 -1.0881 -4.2199  -0.0736
49 C -0.6053 -0.7534 -2.8761  -0.0835
50 C -2.1785 -0.4216 0.2136  -0.2732
51 C -3.1888 -1.1572 -0.4005  -0.0707
52 C -3.9567 -2.0388 0.3510  -0.0693
53 C -3.7199 -2.1778 1.7108  -0.0811
54 C -2.7113 -1.4447 2.3269  -0.1122
55 C -1.9353 -0.5712 1.5813  -0.0731
56 C -1.8700 2.3776 -0.3848  -0.2817
57 C -1.0128 3.4618 -0.2126  -0.0652
58 C -1.5325 4.7267 0.0227  -0.0647
59 C -2.9074 4.9092 0.0800  -0.0669
60 C -3.7659 3.8305 -0.0908  -0.0661
61 C -3.2505 2.5634 -0.3170  -0.0752
62 H -2.4971 2.0662 -2.9720  0.1039
63 H -2.5500 1.4644 -5.3716  0.1093
64 H -1.3714 -0.5523 -6.1657  0.1085
65 H -0.1213 -1.9721 -4.5716  0.1072
66 H -0.0471 -1.3618 -2.1724  0.1000
67 H -3.3695 -1.0448 -1.4634  0.1100
68 H -4.7411 -2.6127 -0.1258  0.1115
69 H -4.3278 -2.8573 2.2952  0.1148
70 H -2.5354 -1.5524 3.3901  0.1083
71 H -1.1376 -0.0027 2.0479  0.1112
72 H 0.0580 3.2994 -0.2453  0.0861
73 H -0.8664 5.5672 0.1711  0.1088
74 H -3.3143 5.8945 0.2673  0.1097
75 H -4.8371 3.9757 -0.0382  0.1099
76 H -3.9182 1.7167 -0.4323  0.1106